(1)
The following is a quantum chemistry calculation of 3 unconnected molecules or ions with the total composition C38H37NO7S, from the OMol25 dataset.

Element x y z (Å)
O 4.9605 -2.8904 -2.2004
C 4.0375 -2.5403 -1.4754
C 2.6887 -2.3182 -2.0355
C 2.4615 -2.5306 -3.4015
C 1.1812 -2.3616 -3.9306
C 0.1266 -1.9828 -3.1002
C 0.3546 -1.7537 -1.7424
C 1.6395 -1.9157 -1.2102
C 1.8749 -1.6538 0.2237
O 0.9651 -1.2472 0.9373
C 3.2179 -1.8946 0.7875
C 3.4430 -1.6838 2.1543
C 4.7004 -1.9411 2.7027
C 5.7335 -2.4087 1.8910
C 5.5151 -2.6056 0.5258
C 4.2555 -2.3428 -0.0285
H 3.2787 -2.8318 -4.0547
H 1.0055 -2.5313 -4.9906
H -0.8738 -1.8635 -3.5102
H -0.4724 -1.4531 -1.1012
H 2.6400 -1.3236 2.7951
H 4.8722 -1.7807 3.7649
H 6.7108 -2.6184 2.3202
H 6.3279 -2.9679 -0.1017
O -1.9268 3.7431 -5.5096
C -1.0758 3.1825 -6.1892
C -1.1356 3.2443 -7.6639
C -2.1615 3.9671 -8.2866
C -2.2018 4.0634 -9.6783
C -1.2207 3.4418 -10.4503
C -0.2078 2.7066 -9.8324
C -0.1687 2.6024 -8.4367
C 0.8960 1.8078 -7.7927
O 1.7132 1.1988 -8.4736
C 0.9675 1.7622 -6.3189
C 1.9954 1.0406 -5.6975
C 2.0909 1.0196 -4.3053
C 1.1637 1.7171 -3.5315
C 0.1301 2.4250 -4.1485
C 0.0285 2.4432 -5.5457
H -2.9276 4.4595 -7.6903
H -2.9965 4.6288 -10.1602
H -1.2449 3.5275 -11.5344
H 0.5518 2.2197 -10.4418
H 2.7257 0.4977 -6.2952
H 2.8919 0.4621 -3.8247
H 1.2438 1.7086 -2.4466
H -0.5916 2.9643 -3.5370
C -0.2602 3.1507 4.0357
O -1.2848 3.0389 2.9842
C -1.6353 1.6402 2.6906
C -3.0427 1.1394 3.4361
C -2.9771 1.3825 5.0575
C -4.2035 0.7005 5.9088
C -3.7150 -0.7050 6.6639
C -3.8250 -2.0308 5.6873
C -2.4739 -2.2705 4.7622
C -1.3482 -3.1498 5.6226
N -0.6526 -2.1574 6.5305
S -0.4284 -2.7973 8.1368
C 0.6128 -1.5938 5.9266
O 1.7989 -1.4626 6.5612
O 0.6004 -1.0665 4.5220
H 0.5525 3.9793 3.7597
H -0.7988 3.5741 5.0121
H 0.2814 2.1470 4.3007
H -1.8811 1.5952 1.5252
H -0.7745 0.8656 2.8872
H -3.1569 -0.0183 3.1770
H -3.9786 1.6884 2.9399
H -1.9206 1.0415 5.4393
H -3.0446 2.5616 5.2188
H -4.4740 1.4512 6.7862
H -5.1959 0.5403 5.2743
H -2.6668 -0.5546 7.1610
H -4.4812 -0.8668 7.5611
H -4.0508 -2.9562 6.3800
H -4.7277 -1.8270 4.9429
H -2.0033 -1.2005 4.5985
H -2.7100 -2.7524 3.7035
H -0.6490 -3.6807 4.8451
H -1.9711 -3.9590 6.2138
H 0.9193 -3.0381 8.4429
H 0.3825 -1.8018 3.8758

Summary:
HOMO energy = -9.322 eV
total charge = 0
HOMO-LUMO gap = 8.0 eV
energy relative to the best compared isomer or geometry (same formula, charge and spin) = 140.2 kcal/mol
SMILES = O=C1c2ccccc2C(=O)c2ccccc21.O=C1c2ccccc2C(=O)c2ccccc21.COCCCCCCCCN(S)C(=O)O

Charges in e, computed with Löwdin, in the same order as the atoms:
1 O 0.099
2 C -0.279
3 C -0.089
4 C -0.002
5 C -0.061
6 C -0.055
7 C 0.005
8 C -0.088
9 C -0.277
10 O 0.083
11 C -0.084
12 C 0.012
13 C -0.048
14 C -0.053
15 C 0.008
16 C -0.086
17 H 0.124
18 H 0.112
19 H 0.111
20 H 0.121
21 H 0.104
22 H 0.113
23 H 0.109
24 H 0.122
25 O 0.098
26 C -0.279
27 C -0.086
28 C 0.006
29 C -0.058
30 C -0.058
31 C 0.006
32 C -0.087
33 C -0.279
34 O 0.095
35 C -0.086
36 C 0.008
37 C -0.063
38 C -0.054
39 C 0.011
40 C -0.086
41 H 0.122
42 H 0.108
43 H 0.108
44 H 0.122
45 H 0.123
46 H 0.106
47 H 0.110
48 H 0.123
49 C -0.130
50 O -0.250
51 C -0.214
52 C -0.179
53 C -0.218
54 C -0.203
55 C -0.214
56 C -0.196
57 C -0.183
58 C -0.242
59 N -0.440
60 S 0.759
61 C -0.325
62 O -0.049
63 O -0.027
64 H 0.104
65 H 0.096
66 H 0.093
67 H 0.131
68 H 0.114
69 H 0.103
70 H 0.125
71 H 0.109
72 H 0.118
73 H 0.108
74 H 0.119
75 H 0.097
76 H 0.111
77 H 0.107
78 H 0.114
79 H 0.081
80 H 0.124
81 H 0.126
82 H 0.115
83 H -0.099
84 H 0.106

=====

(2)
The following is a quantum chemistry calculation of a molecular structure, C38H37O2Sn, from the OMol25 dataset.

Element x y z (Å)
C 1.4041 -1.1427 0.2754
C 0.2185 -1.1189 1.1945
C -0.0166 -2.1749 2.0173
C -0.7070 0.0495 1.1907
Sn 0.1433 1.8136 2.1620
C -1.0545 3.5840 1.8234
C -1.0285 4.6961 2.6635
C -1.8588 5.7912 2.3606
C -2.6870 5.7508 1.2281
C -2.6964 4.6229 0.3944
C -1.8659 3.5308 0.6934
C 0.5870 1.8462 4.2717
C 1.6557 2.5631 4.8095
C 1.8803 2.5158 6.1974
C 1.0123 1.7853 7.0209
C -0.0802 1.1019 6.4661
C -0.2964 1.1338 5.0796
C 2.0384 2.1877 1.2195
C 2.0727 2.9324 0.0451
C 3.3034 3.1073 -0.6067
C 4.4695 2.5519 -0.0641
C 4.4101 1.7928 1.1113
C 3.1821 1.6164 1.7685
H 1.2487 -0.5394 -0.6281
H 2.3645 -0.8496 0.7297
H 1.5541 -2.1869 -0.0112
H -0.7330 -2.0723 2.8402
H 0.6032 -3.0675 1.9539
H -0.9738 0.4027 0.1852
H -1.6170 -0.1072 1.7868
H -0.3818 4.7289 3.5457
H -1.8559 6.6683 3.0127
H -3.3313 6.5994 0.9927
H -3.3415 4.5763 -0.4855
H -1.8659 2.6523 0.0419
H 2.3192 3.1603 4.1778
H 2.7329 3.0508 6.6232
H 1.1832 1.7494 8.0987
H -0.7675 0.5408 7.1024
H -1.1518 0.6104 4.6434
H 1.1609 3.3747 -0.3671
H 3.3379 3.6777 -1.5363
H 5.4281 2.7062 -0.5623
H 5.3060 1.3319 1.5301
H 3.1394 1.0430 2.6998
C 2.7013 -1.3948 -7.8855
O 3.2197 -1.9837 -6.6672
C 2.3483 -2.1928 -5.6408
C 2.9041 -2.7757 -4.4730
C 2.1324 -2.9336 -3.3465
C 0.7283 -2.6219 -3.3488
C 0.0283 -2.7203 -2.1123
C -1.3728 -2.7125 -1.8698
C -1.8352 -3.3541 -0.6739
C -3.1853 -3.4589 -0.4155
C -4.1299 -2.9369 -1.3308
O -5.4185 -3.0556 -0.9032
C -5.3920 -3.6897 0.4093
C -3.9364 -3.9702 0.7772
C -3.7059 -2.3217 -2.5224
C -2.3623 -2.0873 -2.7016
C 0.1605 -2.2506 -4.6032
C 0.9510 -1.9570 -5.7029
H 3.5884 -1.3138 -8.5176
H 1.9426 -2.0469 -8.3505
H 2.2651 -0.4011 -7.6876
H 3.9612 -3.0469 -4.5137
H 2.5964 -3.3403 -2.4419
H 0.6534 -3.0346 -1.2776
H -1.1172 -3.7513 0.0524
H -5.8655 -3.0059 1.1194
H -5.9899 -4.6034 0.3442
H -3.7650 -5.0365 0.9524
H -3.6544 -3.4487 1.6997
H -4.4563 -1.9706 -3.2220
H -2.0361 -1.4035 -3.4799
H -0.9142 -2.2009 -4.7349
H 0.5113 -1.5653 -6.6274

Summary:
HOMO energy = -1.467 eV
total charge = -1
HOMO-LUMO gap = 3.7 eV

Charges in e, computed with Löwdin, in the same order as the atoms:
1 C -0.079
2 C -0.447
3 C 0.013
4 C -0.229
5 Sn 1.347
6 C -0.297
7 C -0.120
8 C -0.095
9 C -0.102
10 C -0.090
11 C -0.140
12 C -0.299
13 C -0.131
14 C -0.092
15 C -0.101
16 C -0.093
17 C -0.135
18 C -0.308
19 C -0.121
20 C -0.087
21 C -0.096
22 C -0.091
23 C -0.155
24 H 0.093
25 H 0.075
26 H 0.054
27 H 0.057
28 H 0.063
29 H 0.064
30 H 0.054
31 H 0.094
32 H 0.096
33 H 0.095
34 H 0.101
35 H 0.091
36 H 0.099
37 H 0.098
38 H 0.096
39 H 0.098
40 H 0.094
41 H 0.095
42 H 0.099
43 H 0.097
44 H 0.098
45 H 0.099
46 C -0.096
47 O -0.139
48 C -0.327
49 C -0.052
50 C -0.071
51 C -0.245
52 C -0.129
53 C -0.232
54 C -0.013
55 C -0.186
56 C -0.271
57 O -0.062
58 C -0.154
59 C -0.119
60 C -0.037
61 C -0.071
62 C -0.071
63 C -0.060
64 H 0.078
65 H 0.084
66 H 0.087
67 H 0.102
68 H 0.097
69 H 0.050
70 H 0.100
71 H 0.110
72 H 0.110
73 H 0.109
74 H 0.108
75 H 0.100
76 H 0.082
77 H 0.070
78 H 0.089

=====

(3)
The following is a quantum chemistry calculation of 6 unconnected molecules or ions with the total composition C38H38BIO10, from the OMol25 dataset.

Element x y z (Å)
O 2.5003 -3.5949 8.1273
C 2.0241 -2.8876 7.2672
C 0.7215 -2.2025 7.4661
C 0.2014 -1.4271 6.5196
C 0.8956 -1.2138 5.2252
O 0.4142 -0.5035 4.3666
C 2.2011 -1.8951 5.0267
C 2.7228 -2.6688 5.9748
H 0.2304 -2.3687 8.4166
H -0.7419 -0.9142 6.6486
H 2.6945 -1.7246 4.0795
H 3.6729 -3.1739 5.8556
O -2.7120 0.4653 -4.5511
C -3.1363 -0.2895 -5.4009
C -3.9549 0.2146 -6.5334
C -4.4178 -0.6099 -7.4684
C -4.1333 -2.0679 -7.4204
O -4.5542 -2.8150 -8.2768
C -3.3153 -2.5687 -6.2879
C -2.8545 -1.7453 -5.3498
H -4.1470 1.2800 -6.5485
H -5.0162 -0.2678 -8.3032
H -3.1176 -3.6332 -6.2738
H -2.2568 -2.0900 -4.5112
O 3.9749 7.9217 -2.4004
C 3.8001 6.9424 -1.7095
C 2.6742 6.0082 -1.9659
C 2.4817 4.9355 -1.2038
C 3.3852 4.6259 -0.0669
O 3.2078 3.6451 0.6231
C 4.5119 5.5579 0.1889
C 4.7041 6.6313 -0.5723
H 2.0306 6.2533 -2.8009
H 1.6687 4.2398 -1.3713
H 5.1569 5.3108 1.0224
H 5.5177 7.3257 -0.4063
O -2.7138 -0.8369 8.0035
C -3.1670 -0.8788 6.8790
C -2.9412 0.2299 5.9181
C -3.4192 0.1744 4.6788
C -4.1972 -0.9990 4.2069
O -4.6125 -1.0556 3.0703
C -4.4261 -2.1066 5.1686
C -3.9483 -2.0502 6.4084
H -2.3641 1.0705 6.2824
H -3.2598 0.9647 3.9559
H -4.9930 -2.9516 4.7995
H -4.0959 -2.8462 7.1272
O 3.8135 0.9788 -4.8032
C 3.1116 0.0172 -5.0304
C 2.3049 -0.6203 -3.9605
C 1.5359 -1.6758 -4.2129
C 1.4481 -2.2576 -5.5745
O 0.7359 -3.2120 -5.8042
C 2.2561 -1.6223 -6.6466
C 3.0266 -0.5680 -6.3939
H 2.3797 -0.1782 -2.9747
H 0.9301 -2.1532 -3.4516
H 2.1764 -2.0639 -7.6318
H 3.6231 -0.0858 -7.1579
C 2.2258 -1.5422 1.2657
C 2.7019 -0.5893 0.1462
C 1.8804 0.6990 0.1078
C 0.5504 0.5456 -0.6493
C -0.5632 1.4285 -0.0902
C -1.2343 0.9339 1.2032
C -1.4288 -0.5762 1.3533
C -2.6692 -1.1142 0.5929
B -2.4641 -1.0990 -0.9371
I -1.4118 -2.6776 -1.9410
H 3.0711 -2.0098 1.7686
H 1.6755 -0.9671 2.0088
H 1.5906 -2.3207 0.8478
H 2.6187 -1.0987 -0.8152
H 3.7487 -0.3310 0.3040
H 1.7145 1.0833 1.1154
H 2.4604 1.4681 -0.4008
H 0.7192 0.8582 -1.6836
H 0.2608 -0.5032 -0.7135
H -0.1019 2.3951 0.1341
H -1.3033 1.6260 -0.8670
H -2.2348 1.3763 1.2296
H -0.7191 1.3169 2.0846
H -1.5963 -0.7764 2.4142
H -0.5416 -1.1491 1.0877
H -2.7992 -2.1558 0.9077
H -3.5585 -0.5793 0.9175
H -2.8302 -0.2104 -1.6334

Summary:
HOMO energy = -9.490 eV
total charge = 0
HOMO-LUMO gap = 7.7 eV
SMILES = O=C1C=CC(=O)C=C1.O=C1C=CC(=O)C=C1.O=C1C=CC(=O)C=C1.O=C1C=CC(=O)C=C1.O=C1C=CC(=O)C=C1.CCCCCCCCBI

Charges in e, computed with Löwdin, in the same order as the atoms:
1 O 0.110
2 C -0.384
3 C 0.037
4 C 0.030
5 C -0.363
6 O 0.096
7 C 0.029
8 C 0.026
9 H 0.126
10 H 0.081
11 H 0.100
12 H 0.123
13 O 0.095
14 C -0.381
15 C 0.019
16 C 0.019
17 C -0.387
18 O 0.105
19 C 0.028
20 C 0.002
21 H 0.120
22 H 0.121
23 H 0.125
24 H 0.011
25 O 0.108
26 C -0.386
27 C 0.023
28 C 0.024
29 C -0.378
30 O 0.099
31 C 0.021
32 C 0.021
33 H 0.123
34 H 0.118
35 H 0.121
36 H 0.122
37 O 0.094
38 C -0.406
39 C 0.010
40 C 0.029
41 C -0.373
42 O 0.106
43 C 0.029
44 C 0.027
45 H 0.129
46 H 0.124
47 H 0.124
48 H 0.124
49 O 0.107
50 C -0.382
51 C 0.027
52 C 0.010
53 C -0.382
54 O 0.098
55 C 0.021
56 C 0.021
57 H 0.099
58 H 0.022
59 H 0.121
60 H 0.121
61 C -0.097
62 C -0.235
63 C -0.213
64 C -0.216
65 C -0.193
66 C -0.187
67 C -0.213
68 C -0.257
69 B -0.645
70 I 0.950
71 H 0.061
72 H 0.047
73 H 0.069
74 H 0.088
75 H 0.103
76 H 0.110
77 H 0.087
78 H 0.103
79 H 0.042
80 H 0.107
81 H 0.101
82 H 0.111
83 H 0.103
84 H 0.090
85 H 0.081
86 H 0.094
87 H 0.083
88 H 0.018